## one
The following is a DFT calculation (wB97M-V/def2-TZVPD) of the molecule C3H4N2OS.

## Properties
SMILES = Nc1ncc(S)o1
net charge = 0
Kohn-Sham gap = 9.3 eV

Last column: Löwdin charge in e.
Element x y z (Å)
C (-0.0129, 0.1757, -0.9448)  -0.493
C (0.5866, -1.2302, 0.4796)  -0.141
C (-0.2508, -0.3939, 1.1067)  -0.693
H (0.4255, 0.8142, -2.7978)  0.102
H (-0.5464, 1.8713, -1.9136)  0.101
H (1.0934, -2.0919, 0.8792)  0.111
H (-0.1748, 0.6173, 3.2312)  -0.126
N (-0.2594, 0.9201, -2.0683)  0.163
N (0.7509, -0.8626, -0.8445)  0.126
O (-0.6638, 0.5401, 0.1670)  0.046
S (-0.9483, -0.3601, 2.7052)  0.805

## two
The following is a DFT calculation (wB97M-V/def2-TZVPD) of the molecule C3H4N2OS.

## Properties
SMILES = S/N=C1/C=NOC1
net charge = 0
Kohn-Sham gap = 9.1 eV

Last column: Löwdin charge in e.
Element x y z (Å)
C (-0.2763, -0.3014, -0.2218)  -0.439
C (-0.2769, 0.7627, 0.8313)  -0.147
C (-1.4881, -0.1401, -0.8702)  -0.158
H (2.9900, -1.2729, -0.7535)  -0.062
H (-0.3957, 0.1767, 1.7645)  0.151
H (0.4688, 1.3909, 0.8201)  0.053
H (-1.9824, -0.6514, -1.7761)  0.169
N (0.7245, -0.9584, -0.7653)  -0.261
N (-2.1843, 0.7423, -0.3990)  0.081
O (-1.5362, 1.4480, 0.6205)  -0.078
S (2.1046, -0.7276, 0.2934)  0.690

## three
The following is a DFT calculation (wB97M-V/def2-TZVPD) of a cluster of 2 separate species, C3H4N2OS in total.

## Properties
net charge = 0
Kohn-Sham gap (alpha / beta) = 9.1 / 9.1 eV

Last column: Löwdin charge in e.
Element x y z (Å)
C (-1.3081, 0.9145, -1.3159)  -0.426
C (0.6939, -0.2354, -0.9977)  -0.363
C (0.3493, -0.3748, 1.3857)  -0.052
N (-1.0083, 0.8402, -0.0517)  0.020
N (0.0383, 0.1441, 0.1085)  -0.300
O (2.5478, -1.2746, -0.4892)  -0.305
S (-0.1655, 0.2046, -2.4230)  1.050
H (-2.1955, 1.4296, -1.6874)  0.078
H (0.0186, -1.4456, 1.4704)  0.117
H (1.3019, -0.3843, 1.8804)  0.082
H (-0.2723, 0.1817, 2.1198)  0.100

## four
The following is a DFT calculation (wB97M-V/def2-TZVPD) of a cluster of 2 separate species, C3H4N2OS in total.

## Properties
SMILES = N#[N+][S-].CC=C=O
net charge = 0
Kohn-Sham gap = 9.6 eV

Last column: Löwdin charge in e.
Element x y z (Å)
C (0.1421, 0.2016, -1.2650)  -0.345
C (-0.0436, 0.5189, -0.0569)  -0.146
C (0.6239, 1.8325, 0.5405)  -0.069
N (-1.3154, -3.1540, 1.4194)  0.170
N (-1.0389, -2.9542, 0.3354)  -0.734
O (0.4237, -0.1131, -2.3617)  0.100
S (-0.5456, -2.7372, -1.1266)  0.731
H (-0.7942, 0.0031, 0.6044)  0.112
H (-0.1189, 2.5082, 0.9213)  0.060
H (1.1872, 2.2159, -0.2580)  0.040
H (1.4798, 1.6784, 1.2473)  0.083

It turns out one is the most stable, with the second structure 2.243 eV higher.

## one
The following is a DFT calculation (wB97M-V/def2-TZVPD) of the molecule C3H4N2OS.

## Properties
SMILES = OSc1cnc[nH]1
net charge = 0
Kohn-Sham gap = 8.8 eV

Last column: Löwdin charge in e.
Element x y z (Å)
C (0.3435, -0.2420, -1.4986)  -0.206
C (-0.6847, 1.4348, -0.8368)  -0.223
C (-0.0361, -0.4647, -0.1775)  -0.337
N (-0.1149, 0.9068, -1.8776)  0.049
N (-0.7512, 0.6308, 0.2589)  0.070
O (1.3570, -1.4265, 2.1691)  -0.565
S (0.5108, -2.1630, 0.9873)  0.803
H (0.8636, -0.7286, -2.2313)  0.078
H (-1.1025, 2.3993, -0.8931)  0.103
H (-1.0779, 0.8043, 1.2097)  0.160
H (0.6926, -1.1513, 2.8899)  0.067

## two
The following is a DFT calculation (wB97M-V/def2-TZVPD) of the molecule C3H4N2OS.

## Properties
net charge = 0
Kohn-Sham gap = 9.2 eV

Last column: Löwdin charge in e.
Element x y z (Å)
C (0.3607, -0.8620, 0.6957)  -0.169
C (0.2253, -1.0208, -0.6477)  -0.139
C (0.6349, 1.2350, -0.0272)  -0.289
N (-0.0786, 0.4895, 1.0957)  -0.254
N (-0.0290, 0.3599, -1.1004)  -0.203
O (-2.7392, -0.7281, -0.0928)  -0.549
S (-1.4428, 0.7333, 0.0283)  1.107
H (0.4786, -1.5490, 1.4681)  0.087
H (0.4528, -1.9220, -1.3355)  0.149
H (0.3308, 2.2799, -0.1394)  0.090
H (1.8065, 0.9843, 0.0551)  0.172

## three
The following is a DFT calculation (wB97M-V/def2-TZVPD) of the molecule C3H4N2OS.

## Properties
SMILES = C=N/N=C\SC=O
net charge = 0
Kohn-Sham gap = 9.3 eV

Last column: Löwdin charge in e.
Element x y z (Å)
C (1.2265, 2.4387, 0.1678)  -0.040
C (-0.8891, 0.2108, -1.2722)  -0.531
C (-0.3542, -0.9483, 1.3136)  -0.416
H (2.1061, 2.8047, 0.7185)  0.060
H (1.0590, 3.3795, -0.6270)  0.118
H (-1.6628, 0.3375, -2.1032)  0.091
H (-1.0342, 0.0980, 1.6221)  0.159
N (0.5908, 1.3086, 0.0879)  -0.090
N (-0.2762, 1.3391, -1.0915)  -0.062
O (0.5072, -1.6615, 1.9768)  -0.115
S (-0.4142, -1.3793, -0.6035)  0.826

It turns out one is the most stable, with the second structure 2.175 eV higher.

## one
The following is a DFT calculation (wB97M-V/def2-TZVPD) of a cluster of 3 separate species, C2H9NO3 in total.

## Properties
SMILES = NCC=O.O.O
net charge = 0
Kohn-Sham gap = 10.7 eV

Last column: Löwdin charge in e.
Element x y z (Å)
O (-1.0536, 0.3111, -1.8802)  0.051
C (-0.2044, -0.0339, -1.0808)  -0.243
C (-0.3228, 0.2291, 0.4128)  -0.249
N (0.8374, 0.9640, 0.8573)  -0.031
H (0.7414, -0.5999, -1.3347)  0.129
H (-1.2820, 0.7699, 0.6367)  0.127
H (-0.3303, -0.7217, 0.9735)  0.128
H (0.9257, 1.8901, 0.4792)  0.089
H (0.7545, 1.2536, 1.8494)  0.112
H (-2.6511, -1.2246, -0.6084)  0.044
H (-3.1532, -2.0370, 0.4469)  0.047
O (-3.3362, -1.1277, 0.1215)  -0.090
H (3.6915, 0.4844, -0.7381)  0.068
H (2.2246, 0.0801, 0.1074)  0.006
O (3.1586, -0.2374, -0.2425)  -0.189

## two
The following is a DFT calculation (wB97M-V/def2-TZVPD) of a cluster of 3 separate species, C2H9NO3 in total.

## Properties
SMILES = NCC=O.O.O
net charge = 0
Kohn-Sham gap = 9.5 eV

Last column: Löwdin charge in e.
Element x y z (Å)
O (0.0361, 1.6279, 0.5413)  0.044
C (0.7519, 1.2545, -0.3500)  -0.281
C (0.9935, -0.2224, -0.6751)  -0.278
N (0.5878, -1.1644, 0.2782)  0.022
H (1.2086, 1.8686, -1.1177)  0.105
H (0.9564, -0.4058, -1.7467)  0.112
H (2.1149, -0.0793, -0.6859)  0.125
H (-0.2315, -1.7174, 0.1269)  0.072
H (1.1686, -1.4314, 1.0507)  0.064
H (0.8084, -2.9643, 3.3258)  0.041
H (-0.4069, -3.7713, 2.7530)  0.048
O (0.4919, -3.4545, 2.5549)  -0.067
H (-1.9212, 1.9836, -1.8839)  0.015
H (-3.1936, 2.7915, -2.1023)  0.042
O (-2.3668, 2.5313, -2.5360)  -0.063

## three
The following is a DFT calculation (wB97M-V/def2-TZVPD) of a cluster of 3 separate species, C2H9NO3 in total.

## Properties
SMILES = NCC=O.O.O
net charge = 0
Kohn-Sham gap = 10.8 eV

Last column: Löwdin charge in e.
Element x y z (Å)
O (-0.7393, 0.6406, -1.3442)  0.039
C (-0.8011, 1.1755, -0.2619)  -0.228
C (0.2936, 1.0703, 0.7496)  -0.238
N (1.1753, -0.0753, 0.6336)  -0.009
H (-1.5951, 1.9284, -0.1136)  0.127
H (0.8651, 1.9883, 0.5458)  0.130
H (0.0591, 1.2243, 1.8040)  0.119
H (1.4750, -0.1742, -0.3399)  0.086
H (0.6349, -0.9471, 0.6911)  0.082
H (2.0878, -1.5246, 1.8913)  -0.007
H (1.3759, -2.0952, 3.1271)  0.031
O (1.9444, -2.3460, 2.3899)  -0.080
H (-1.9579, -0.8508, -3.7288)  0.033
H (-2.2974, 0.0916, -2.5626)  -0.010
O (-2.5203, -0.1059, -3.4814)  -0.075

It turns out three is the most stable, with the second structure 0.514 eV higher.

## one
The following is a DFT calculation (wB97M-V/def2-TZVPD) of a cluster of 2 separate species, BH3O in total.

## Properties
net charge = 0
Kohn-Sham gap = 9.6 eV

Last column: Löwdin charge in e.
Element x y z (Å)
B (-0.3883, -0.0988, -0.0365)  -0.239
O (0.8834, 0.1173, -0.0864)  0.047
H (-0.7402, -1.2052, -0.0296)  0.013
H (-1.3138, 1.7520, 0.1304)  0.069
H (1.5589, -0.5654, 0.0222)  0.111

## two
The following is a DFT calculation (wB97M-V/def2-TZVPD) of a cluster of 2 separate species, BH3O in total.

## Properties
net charge = 0
Kohn-Sham gap = 8.0 eV

Last column: Löwdin charge in e.
Element x y z (Å)
B (0.4840, -0.7908, -0.1556)  0.449
O (-0.4599, 1.5006, 0.1514)  -0.334
H (-0.3096, -1.7275, -0.1524)  -0.008
H (1.6760, -0.4850, -0.1363)  -0.001
H (-1.3906, 1.5027, 0.2929)  -0.106

It turns out one is the most stable, with the second structure 2.344 eV higher.

## one
The following is a DFT calculation (wB97M-V/def2-TZVPD) of a structure of composition C7H11NO.

## Properties
net charge = 0
Kohn-Sham gap = 9.1 eV

Last column: Löwdin charge in e.
Element x y z (Å)
C (2.3755, 0.7067, -0.1117)  -0.098
C (0.4886, -0.9509, -0.7534)  -0.252
C (-0.4563, 0.0219, -0.9851)  -0.210
C (-0.4690, 1.1353, 0.1294)  -0.134
C (-0.6389, 0.0514, 1.0218)  -0.167
C (-1.5035, -0.5737, -0.1018)  -0.303
C (0.5248, -0.9629, 0.7362)  -0.213
H (1.4715, 1.5484, -0.5879)  0.117
H (2.4781, 0.7527, 1.2538)  0.158
H (3.5267, 0.6715, -0.6106)  0.102
H (0.4391, -1.7381, -1.4194)  0.129
H (-0.5288, 0.2116, -2.0642)  0.166
H (0.3082, 1.9792, 0.3303)  0.120
H (-1.3402, 1.7348, -0.1655)  0.123
H (-0.8154, -0.1146, 2.0851)  0.149
H (-1.9217, -1.5510, -0.1729)  0.148
H (-3.5380, -0.5448, 0.1530)  0.229
H (0.5607, -1.9203, 1.2995)  0.153
N (1.7275, -0.6878, 0.0514)  -0.087
O (-2.6891, 0.2308, -0.0879)  -0.130

## two
The following is a DFT calculation (wB97M-V/def2-TZVPD) of the molecule C7H11NO.

## Properties
SMILES = [H]/N=C1\OC(C)(C)CC1=C
net charge = 0
Kohn-Sham gap = 10.2 eV

Last column: Löwdin charge in e.
Element x y z (Å)
C (1.3608, -0.6959, -0.1141)  -0.227
C (1.4383, 0.7717, -0.0241)  -0.420
C (2.3955, -1.5138, 0.0022)  0.095
C (-0.0828, -1.0297, -0.3482)  -0.068
C (-0.8168, 0.2916, -0.0339)  -0.542
C (-1.4279, 0.2606, 1.3689)  -0.013
C (-1.8694, 0.6453, -1.0804)  -0.016
N (2.5129, 1.4185, 0.0573)  0.172
O (0.1958, 1.3097, -0.0546)  0.032
H (2.2892, -2.5830, -0.0676)  0.068
H (3.3789, -1.1116, 0.1661)  0.067
H (-0.2357, -1.3159, -1.3920)  0.129
H (-0.4292, -1.8465, 0.2835)  0.128
H (-1.8238, 1.2418, 1.6202)  0.088
H (-0.6666, -0.0029, 2.1010)  0.093
H (-2.2333, -0.4680, 1.4128)  0.088
H (-2.3432, 1.5899, -0.8262)  0.086
H (-2.6272, -0.1327, -1.1219)  0.090
H (-1.4056, 0.7457, -2.0592)  0.089
H (2.3898, 2.4253, 0.1102)  0.061

## three
The following is a DFT calculation (wB97M-V/def2-TZVPD) of the molecule C7H11NO.

## Properties
SMILES = O[C@H]1[C@H]2C[C@H]2N[C@H]2C[C@@H]12
net charge = 0
Kohn-Sham gap = 9.6 eV

Last column: Löwdin charge in e.
Element x y z (Å)
C (-1.1163, -0.0312, -0.8610)  -0.200
C (-0.1211, -1.2344, -0.7764)  -0.136
C (1.3159, -1.1431, -1.2089)  -0.094
C (1.0264, -1.2268, 0.1844)  -0.310
C (-0.0916, 0.4607, 1.5505)  -0.256
C (-0.6440, 1.8605, 1.1673)  -0.027
C (-1.2194, 0.5837, 0.5744)  -0.180
H (-0.2255, 0.7883, -2.4136)  0.039
H (-2.0196, -0.3500, -1.2910)  0.118
H (-0.4945, -2.3046, -0.8361)  0.155
H (1.8060, -1.9997, -1.7351)  0.118
H (1.7103, -0.1865, -1.5816)  0.119
H (1.2487, -2.0177, 0.8249)  0.127
H (1.8669, 0.2948, 1.3426)  0.116
H (-0.2530, 0.0171, 2.5344)  0.135
H (-1.1278, 2.5707, 1.8160)  0.094
H (0.0198, 2.3009, 0.4786)  0.078
H (-2.1903, 0.4835, 1.0277)  0.122
N (1.0643, 0.0483, 0.8200)  0.003
O (-0.5553, 1.0855, -1.6170)  -0.021

It turns out two is the most stable, with the second structure 2.714 eV higher.

## one
The following is a DFT calculation (wB97M-V/def2-TZVPD) of the molecule C7H11NO.

## Properties
SMILES = C=CC(=O)/C(C)=C(\C)N
net charge = 0
Kohn-Sham gap = 8.5 eV

Last column: Löwdin charge in e.
Element x y z (Å)
C (-1.1039, 1.4938, -1.3747)  -0.047
C (1.3375, -1.3531, -0.4349)  -0.029
C (-1.4788, -0.5069, 0.1398)  -0.392
C (-0.5234, 0.3531, -0.5910)  -0.219
C (0.8096, 0.0616, -0.5573)  -0.344
N (1.7734, 0.9930, -0.9123)  0.109
C (-1.0390, -0.9873, 1.5174)  -0.097
C (-0.4170, -0.2462, 2.4454)  0.035
O (-2.5444, -0.8900, -0.3218)  0.068
H (2.7063, 0.7789, -0.5670)  0.099
H (1.5018, 1.9601, -0.7546)  0.093
H (-1.4651, -1.9491, 1.7893)  0.105
H (-0.7340, 2.4635, -1.0299)  0.070
H (-0.8426, 1.3767, -2.4344)  0.088
H (-2.1960, 1.5210, -1.3119)  0.081
H (0.5468, -2.1029, -0.5313)  0.087
H (2.0428, -1.5514, -1.2513)  0.088
H (1.8679, -1.4968, 0.5099)  0.081
H (-0.2491, -0.6465, 3.4428)  0.059
H (0.0074, 0.7285, 2.2280)  0.064

## two
The following is a DFT calculation (wB97M-V/def2-TZVPD) of the molecule C7H11NO.

## Properties
net charge = 0
Kohn-Sham gap (alpha / beta) = 7.5 / 7.7 eV

Last column: Löwdin charge in e.
Element x y z (Å)
C (0.9610, -0.6607, -0.7435)  -0.128
C (1.6545, 1.5772, -0.1117)  -0.020
C (0.2151, -1.5704, -1.6532)  -0.066
C (-0.7509, -0.0836, 2.0741)  -0.018
N (0.6583, 0.6394, -0.6068)  -0.201
C (-1.5913, -0.3784, 0.8467)  -0.458
C (-0.5672, 1.1162, -0.8175)  -0.083
C (-1.6729, 0.7049, -0.2037)  -0.051
O (-2.4190, -1.2771, 0.8379)  0.057
H (2.0066, -0.8968, -0.5942)  0.111
H (2.2769, 1.9335, -0.9326)  0.098
H (2.2906, 1.0936, 0.6320)  0.097
H (1.1502, 2.4241, 0.3562)  0.095
H (-0.0970, -1.0994, -2.5893)  0.091
H (-0.6898, -1.9293, -1.1640)  0.067
H (0.8305, -2.4379, -1.8960)  0.077
H (-0.5549, 0.9779, 2.2241)  0.080
H (0.2055, -0.5961, 1.9642)  0.074
H (-1.2519, -0.4827, 2.9557)  0.085
H (-2.6544, 0.9458, -0.5785)  0.094

## three
The following is a DFT calculation (wB97M-V/def2-TZVPD) of a structure of composition C7H11NO.

## Properties
net charge = 0
Kohn-Sham gap = 9.5 eV

Last column: Löwdin charge in e.
Element x y z (Å)
C (0.6220, -0.4702, -0.2653)  -0.369
C (0.5723, -1.7696, 0.4887)  -0.062
C (0.5894, -0.5679, -1.7516)  -0.021
C (-2.5145, 1.2281, 0.3282)  -0.089
N (-1.3566, 0.4293, 0.6725)  -0.003
C (-0.0652, 0.8085, 0.2532)  -0.509
C (1.8010, 0.4689, 0.6119)  -0.061
C (2.9164, 0.7499, 0.9557)  0.132
O (0.0807, 1.9662, -0.1958)  0.046
H (-1.4941, -0.2282, 1.4273)  0.123
H (-0.3483, -2.2981, 0.2286)  0.088
H (0.5597, -1.6102, 1.5639)  0.085
H (1.4347, -2.3887, 0.2338)  0.093
H (-0.4448, -0.4372, -2.0862)  0.100
H (1.0287, -1.4932, -2.1208)  0.086
H (1.1607, 0.2451, -2.2065)  0.097
H (-2.9374, 0.8990, -0.6245)  0.080
H (-3.2795, 1.1236, 1.0999)  0.079
H (-2.2289, 2.2770, 0.2353)  0.080
H (3.9037, 1.0677, 1.1517)  0.025

It turns out one is the most stable, with the second structure 2.541 eV higher.